Entry 1:
Computed, not measured: a 2-piece molecular cluster, C6H8N2O2 overall, with ωB97M-V with the def2-TZVPD basis set.

Each line ends with the natural charge from an NBO analysis.
Element x y z (Å)
O1 -1.0823 2.2678 0.3035  -0.6880
O2 -0.0376 -2.3438 0.3543  -0.5742
N1 3.8296 -0.4408 0.0164  -0.8534
N2 3.0102 1.7765 0.6394  -0.4190
C1 -0.1275 0.0086 0.1418  -0.4667
C2 -1.1146 0.9225 0.1486  0.4618
C3 -2.1050 -1.1659 -0.3731  -0.5059
C4 -0.5971 -1.3137 0.0072  0.5566
C5 -2.4992 0.2477 -0.1812  -0.4578
C6 3.4389 0.7780 0.2560  0.4173
H1 -2.0876 -1.5655 -1.3022  0.2290
H2 -0.2750 2.8096 0.4084  0.5215
H3 -2.8762 0.7579 -1.0665  0.2309
H4 -2.7630 -1.8256 0.2833  0.2271
H5 4.2448 -0.5687 -0.9347  0.4261
H6 -3.1331 0.3393 0.7250  0.2301
H7 3.2540 -1.0923 0.5105  0.4332
H8 0.9207 0.4085 0.0635  0.2313

Results
SMILES	O=C1C=C(O)CC1.N#CN
ΔE to the lowest compared entry with this formula, charge and spin	215.6	kJ/mol
HOMO-LUMO gap	0.36579	hartree

Entry 2:
Computed, not measured: a 2-piece molecular cluster, C3H9NO overall, with ωB97M-V with the def2-TZVPD basis set.

Each line ends with the natural charge from an NBO analysis.
Element x y z (Å)
O1 2.7651 1.7975 1.8484  -0.5984
N1 4.9754 1.5579 1.5204  -0.8426
C1 -3.9599 -0.7873 -1.3488  -0.6106
C2 3.8044 1.2434 2.1328  0.5204
C3 -2.5255 -1.3183 -1.3858  -0.6170
H1 -4.4259 -1.0010 -0.3775  0.1999
H2 -2.3251 -1.5678 -2.4279  0.1991
H3 -4.6068 -1.3523 -2.0166  0.2030
H4 -2.4284 -2.2325 -0.8040  0.2050
H5 5.8573 1.4499 1.9771  0.4037
H6 4.7606 2.0877 0.6858  0.4074
H7 -1.6870 -0.6434 -1.2077  0.2126
H8 -4.0574 0.2780 -1.5310  0.2081
H9 3.8531 0.4883 2.9349  0.1095

Results
SMILES	NC=O.CC
ΔE to the lowest compared entry with this formula, charge and spin	73.7	kJ/mol
HOMO-LUMO gap	0.40827	hartree

Entry 3:
Computed, not measured: an isolated ion of composition C9H8N and charge +1, with ωB97M-V with the def2-TZVPD basis set.

Each line ends with the natural charge from an NBO analysis.
Element x y z (Å)
N1 -1.0505 3.3702 -1.0152  -0.1670
C1 -0.1650 0.9607 -1.6607  -0.5224
C2 -0.9670 -0.6213 0.0424  -0.2298
C3 0.1126 1.0149 1.3570  -0.0631
C4 0.0272 2.1950 1.0223  0.2171
C5 -1.2236 -0.1154 -1.1096  -0.0569
C6 0.9042 -1.3566 1.5052  -0.6906
C7 0.0530 -0.2748 1.0281  0.1767
C8 0.0915 3.2101 0.0499  -0.2134
C9 -0.4075 2.3435 -1.1378  0.4131
H1 1.8711 -0.9056 1.9342  0.2621
H2 0.3261 -1.8585 2.3048  0.2881
H3 0.8693 0.7499 -1.4805  0.2659
H4 -0.3871 1.0384 -2.7054  0.2862
H5 -1.5082 -1.5114 0.2009  0.2519
H6 1.1696 -2.2227 0.8751  0.2754
H7 0.7967 3.9819 0.2167  0.2714
H8 -1.9877 -0.4375 -1.6895  0.2351

Results
net charge	+1
ΔE to the lowest compared entry with this formula, charge and spin	97.4	kJ/mol
HOMO-LUMO gap	0.30175	hartree